[1]
A cluster of 3 separate species, C54H39F8NO10P2 in total, computed with wB97M-V/def2-TZVPD.

```
114
Properties=species:S:1:pos:R:3:forces:R:3:mulliken_charge:R:1
C -6.35961 2.48477 -4.99888 0.572 0.480 0.584 -0.72
C -6.19446 3.58054 -3.80582 -0.789 -1.041 -0.919 -0.58
P -4.99648 2.92108 -2.49840 1.121 2.180 1.190 -0.17
C -5.84028 1.79157 -1.23999 -0.594 -1.738 -0.223 -0.29
C -6.97224 0.81028 -1.83847 0.544 -0.723 1.139 -0.93
C -3.44662 2.15844 -3.24275 2.363 -2.896 -1.909 0.38
C -2.28439 3.00305 -3.88546 -0.055 -3.362 0.345 -0.71
C -0.98033 2.32915 -4.46911 -2.883 -1.950 1.348 -0.78
C -0.83399 0.78668 -4.42928 -2.675 1.384 1.312 0.11
C -2.02330 -0.05397 -3.79851 0.819 2.256 0.183 0.41
C -3.31288 0.58573 -3.20969 3.529 1.649 -1.999 -0.10
C -1.76484 -1.65561 -3.86965 -2.374 0.862 -1.363 -0.34
O -2.66051 -2.33092 -4.41833 3.376 1.392 2.181 -0.55
C -0.32665 -2.11195 -3.36892 2.829 -0.813 0.829 0.62
C 0.86048 -1.25867 -3.98926 0.481 -1.470 1.151 0.94
C 2.35686 -1.53743 -3.69562 -2.401 -2.979 2.325 -1.95
N 3.52888 -0.85245 -4.23819 -2.190 -1.074 -1.556 0.53
C 3.52041 0.62684 -4.08816 0.001 1.679 -0.105 -0.91
C 3.94690 -1.32328 -5.55690 3.130 2.144 -2.116 0.65
C 3.49291 -2.67384 -6.27864 -0.192 -0.369 0.685 -0.87
O 4.80256 -0.60620 -6.17874 -3.447 -2.608 2.492 -0.63
C 2.64291 -2.71864 -2.67243 -4.524 -0.104 0.229 0.18
P 4.48686 -3.09135 -2.25652 2.186 2.158 -2.241 0.13
O 4.85156 -2.64398 -0.63803 -1.807 -1.185 -0.909 -0.35
O 4.86933 -4.73195 -2.58696 -1.996 0.846 0.874 -0.45
C 1.46926 -3.53790 -2.01204 -0.042 1.781 -1.619 1.28
C 1.96881 -4.65520 -0.94639 -1.546 0.745 -0.575 -0.85
C 2.25640 -6.08078 -1.60518 1.843 -3.777 1.953 0.56
O 2.66978 -7.06703 -0.96045 -2.071 4.703 -2.931 -0.54
F 2.08384 -6.26669 -3.02192 0.104 1.149 2.786 -0.26
C -0.05776 -3.28556 -2.34483 3.043 1.965 -2.763 -0.07
C -1.22277 -4.10461 -1.66086 -0.101 -0.803 0.758 0.74
F -2.46112 -4.16916 -2.33227 2.722 0.437 1.150 -0.27
F -0.88936 -5.48475 -1.36838 -0.330 3.189 -1.036 -0.31
C -1.49091 -3.40398 -0.20448 0.520 -0.981 1.549 0.80
F -1.38381 -4.43154 0.80578 -0.408 2.658 -2.196 -0.33
F -0.51871 -2.42045 0.12712 -2.208 -2.131 -0.877 -0.21
C -2.93890 -2.73707 -0.05272 -2.059 1.212 2.186 0.19
F -3.99541 -3.69713 0.07634 3.105 2.704 -0.929 -0.24
F -2.91908 -2.04582 1.21200 -0.204 -1.679 -3.173 -0.24
F -3.24413 -1.74637 -1.01805 0.835 -2.916 2.176 -0.12
C 0.46036 -0.02558 -4.97180 -0.034 0.536 -0.978 0.22
O 1.07992 0.25973 -6.02399 -2.041 -1.044 3.999 -0.53
H -5.99004 1.48166 -4.55745 -0.949 1.469 -1.088 0.11
H -5.64696 2.77477 -5.84753 -1.198 -0.575 1.061 0.29
H -7.44885 2.44894 -5.34045 1.643 -0.140 0.258 0.28
H -7.22270 3.68745 -3.29556 1.708 -0.031 -0.500 0.35
H -5.88047 4.62310 -4.19712 -0.380 -1.832 0.808 0.38
H -6.29326 2.36458 -0.35258 0.925 -0.417 -1.574 0.42
H -5.00726 1.11631 -0.79501 -1.246 1.228 -0.728 0.10
H -7.91343 1.33415 -2.21572 1.503 -0.639 0.301 0.28
H -6.47655 0.13850 -2.62146 -1.045 1.001 0.853 0.21
H -7.29245 0.11377 -0.96672 0.352 1.088 -1.486 0.34
H -2.45647 4.13930 -3.89454 0.604 -1.989 -0.051 0.31
H -0.15304 2.97895 -4.90784 -1.354 -1.053 0.669 0.37
H -4.11760 -0.10943 -2.79060 1.295 1.273 -0.704 0.24
H 3.26411 1.10821 -5.10163 0.550 -0.661 1.618 0.31
H 2.71711 0.94163 -3.33393 1.106 -0.667 -1.010 0.35
H 4.51843 1.06360 -3.70361 -1.491 -1.068 -0.738 0.30
H 3.14506 -2.43039 -7.34791 0.768 -0.184 1.760 0.30
H 4.39681 -3.39751 -6.30680 -1.375 1.428 -0.059 0.29
H 2.64575 -3.23963 -5.76037 1.094 0.935 -0.582 0.21
H 4.37788 -1.79441 -0.45746 0.520 -0.610 -0.097 0.25
H 4.36585 -4.96933 -3.40945 0.518 0.167 0.936 0.35
H 2.86970 -4.28690 -0.31840 -1.253 -0.784 -1.443 0.15
H 1.10819 -4.76152 -0.17565 1.520 -0.312 -1.304 0.23
O 3.19693 -0.91063 6.80480 0.072 0.021 -0.352 -0.68
C 3.47147 -0.74816 5.62848 -0.223 -0.076 1.007 0.53
C 3.38611 -1.87748 4.67460 -0.059 -0.380 -0.158 0.50
C 2.96770 -3.13072 5.12538 -0.049 -0.194 -0.116 -0.87
C 2.84655 -4.18719 4.22912 0.024 0.179 0.056 -0.64
C 3.14090 -3.99666 2.88084 0.043 0.245 0.000 -0.62
C 3.57472 -2.75390 2.43142 -0.157 -0.196 0.027 0.16
C 3.70425 -1.69255 3.32898 -0.135 -0.342 0.019 -0.02
C 4.18390 -0.37782 2.84462 0.258 0.145 -0.816 0.39
O 4.51378 -0.23131 1.67753 -0.177 -0.073 0.152 -0.73
C 4.25021 0.75640 3.79437 0.095 0.271 0.049 0.17
C 4.66600 2.01054 3.34321 0.007 0.226 0.085 -0.39
C 4.69891 3.08904 4.22031 -0.039 -0.207 -0.027 -0.55
C 4.31688 2.91992 5.54912 -0.027 -0.240 -0.048 -0.54
C 3.91573 1.66845 6.00553 0.059 0.251 -0.020 -0.57
C 3.88642 0.58179 5.13002 0.072 0.394 0.000 0.36
H 2.73166 -3.28415 6.17377 0.059 0.196 -0.124 0.50
H 2.51685 -5.15974 4.58074 0.039 0.115 -0.031 0.42
H 3.03411 -4.81888 2.17978 0.045 0.051 0.084 0.54
H 3.80759 -2.61360 1.38065 0.058 0.025 0.312 0.37
H 4.96021 2.14997 2.30755 -0.085 -0.181 0.122 0.45
H 5.01850 4.06418 3.86678 -0.054 -0.119 0.028 0.40
H 4.33367 3.76449 6.23056 -0.025 -0.109 -0.080 0.42
H 3.62230 1.54363 7.04331 0.023 -0.156 -0.188 0.49
O 1.12269 3.88306 4.40262 -0.299 -0.068 -0.057 -0.64
C -0.04764 3.61686 4.18486 0.933 0.200 0.180 0.81
C -1.09738 4.64706 4.35684 -0.186 0.337 0.073 0.11
C -0.73955 5.93752 4.75104 -0.131 0.207 0.025 -0.54
C -1.71434 6.92139 4.87647 0.071 -0.195 -0.047 -0.50
C -3.04819 6.62163 4.60785 0.045 -0.221 -0.040 -0.47
C -3.41038 5.33257 4.23184 -0.014 0.255 0.063 -0.48
C -2.43625 4.34069 4.11151 0.014 0.390 0.080 0.07
C -2.83410 2.96739 3.72808 -0.986 -0.241 -0.153 0.72
O -4.01019 2.68671 3.56666 0.346 0.089 0.036 -0.70
C -1.78360 1.94299 3.53691 0.192 -0.361 -0.092 0.30
C -2.14233 0.65259 3.13968 0.152 -0.163 -0.055 -0.81
C -1.15822 -0.30631 2.92562 -0.074 0.143 0.081 -0.75
C 0.18306 0.01834 3.10569 0.012 0.196 0.070 -0.14
C 0.54330 1.29646 3.51396 0.058 -0.169 -0.055 -0.27
C -0.43967 2.26227 3.73641 -0.015 -0.385 -0.139 -0.42
H 0.29871 6.17874 4.95642 -0.107 -0.195 -0.083 0.46
H -1.43367 7.92545 5.17876 -0.020 -0.118 -0.034 0.39
H -3.80664 7.39333 4.69378 0.077 -0.097 -0.004 0.40
H -4.45207 5.10392 4.02890 0.199 -0.137 0.012 0.47
H -3.18668 0.39490 2.99227 0.109 0.196 0.054 0.55
H -1.43496 -1.30652 2.61305 0.086 0.186 0.115 0.54
H 0.95078 -0.72924 2.92827 -0.062 0.054 0.028 0.47
H 1.59272 1.53876 3.65366 -0.194 0.156 0.049 0.46
```
Forces are in eV/Å.

Summary:
* structure (SMILES): CCP(CC)c1ccc2c(c1)C(=O)c1c(c(N(C)C(C)=O)c(P(O)O)c(CC(=O)F)c1C(F)(F)C(F)(F)C(F)(F)F)C2=O.O=C1c2ccccc2C(=O)c2ccccc21.O=C1c2ccccc2C(=O)c2ccccc21
* total energy: -118901.5558 eV


[2]
A structure of composition C4H5O3Y, computed with wB97M-V/def2-TZVPD.

```
13
Properties=species:S:1:pos:R:3:forces:R:3:nbo_charge:R:1
O 3.97498 -0.58906 -0.79745 -1.166 0.908 -0.225 -0.80
C 4.74919 -1.38656 -0.56945 1.183 -1.234 0.325 0.82
Y 2.39026 1.14903 -1.22664 -2.833 0.536 -1.133 2.36
O 0.09795 0.30379 -2.44533 0.448 0.868 0.217 -0.58
C 0.03991 1.14701 -1.55214 2.228 -2.235 2.302 0.32
O -0.42479 0.86434 -0.29502 0.877 1.947 -1.543 -0.53
C -1.40459 -0.11697 0.07629 -1.166 -1.169 0.284 -0.10
C -1.47077 -0.10677 1.58932 -0.018 0.262 0.020 -0.63
H -2.36755 0.15162 -0.37319 0.264 0.095 0.033 0.23
H -1.13380 -1.10864 -0.30364 0.202 0.234 -0.144 0.20
H -1.87193 0.85066 1.94876 0.012 -0.355 -0.054 0.24
H -2.11174 -0.93197 1.92888 0.207 0.302 -0.041 0.26
H -0.46713 -0.22649 2.01962 -0.240 -0.159 -0.043 0.20
```
Forces are in eV/Å.

Summary:
* charge: +2
* energy relative to the best compared isomer or geometry (same formula, charge and spin): 0.0 kcal per mole


[3]
A structure of composition C18H18F2InN7O5, computed with wB97M-V/def2-TZVPD.

```
51
Properties=species:S:1:pos:R:3:forces:R:3:mulliken_charge:R:1
In -0.21924 -0.37673 0.18445 -0.009 0.068 -0.061 2.02
O -0.66644 -0.11540 -2.39143 0.013 -0.022 -0.046 -0.39
C -0.90015 -1.43644 -2.87221 0.025 0.021 -0.102 -0.73
C -1.96977 -2.11847 -2.04869 -0.038 -0.052 -0.048 -0.87
N -1.58307 -2.21073 -0.63821 0.075 -0.007 -0.001 0.49
C -2.75775 -2.07078 0.22968 -0.057 -0.041 -0.010 -0.62
C -3.19307 -0.60563 0.34798 0.137 -0.007 0.184 0.42
O -4.35073 -0.34175 0.58555 -0.148 0.014 -0.076 -0.73
O -2.23580 0.26473 0.21482 0.037 0.003 0.016 -0.55
C -0.82185 -3.42097 -0.32666 -0.068 -0.030 0.025 -0.65
C -0.13696 -3.30940 1.04699 0.230 0.038 -0.141 0.42
O 0.16742 -4.33201 1.62630 -0.059 -0.076 0.040 -0.74
O 0.10848 -2.10536 1.44178 -0.092 0.021 0.115 -0.69
H -1.49859 0.37673 -2.41082 0.036 0.012 0.039 0.32
H 0.05986 -1.94979 -2.79208 -0.016 -0.005 0.002 0.31
H -1.18771 -1.41954 -3.92714 0.009 -0.014 0.020 0.41
H -2.20318 -3.10917 -2.45815 0.008 0.022 0.004 0.35
H -2.88541 -1.52303 -2.11177 0.008 -0.011 -0.014 0.44
H -2.49825 -2.41790 1.23183 -0.014 0.035 0.005 0.41
H -3.60124 -2.66847 -0.12729 0.018 0.006 0.013 0.41
H -0.03589 -3.54835 -1.07665 0.003 -0.013 0.027 0.34
H -1.44831 -4.31800 -0.34074 -0.007 0.015 -0.002 0.33
F 5.07370 -1.73264 -0.05077 -0.018 0.020 -0.010 -0.35
C 4.14478 -0.79495 -0.30777 0.039 -0.030 0.008 0.38
C 2.81219 -1.07493 -0.07066 -0.017 0.024 -0.016 -1.00
C 1.85614 -0.10628 -0.34542 -0.028 -0.005 -0.060 0.10
C 2.23758 1.14909 -0.84623 0.012 0.030 -0.019 0.14
C 3.59793 1.37460 -1.03881 0.007 0.038 -0.006 0.59
F 4.04664 2.57995 -1.46262 0.001 -0.037 0.008 -0.36
C 4.56771 0.42661 -0.78648 -0.016 -0.027 0.004 -0.98
C 1.19642 2.18706 -1.10246 0.018 -0.029 0.017 0.39
C 1.39083 3.31575 -1.89894 0.007 -0.023 0.010 -0.97
C 0.35260 4.21455 -2.05918 -0.017 0.011 -0.011 -0.49
C -0.86037 3.98409 -1.43039 -0.009 0.009 -0.005 -0.89
C -0.98880 2.83272 -0.67678 0.018 -0.020 0.015 -0.47
N 0.00993 1.96457 -0.52432 0.029 0.042 0.021 0.05
H 2.54018 -2.03496 0.34852 -0.007 -0.026 0.017 0.56
H 5.61310 0.64422 -0.94633 0.012 0.009 -0.003 0.51
H 2.33335 3.48187 -2.39104 0.006 0.008 -0.015 0.53
H 0.49210 5.09070 -2.67870 0.003 0.014 -0.004 0.43
H -1.69120 4.66754 -1.52732 -0.013 0.013 -0.001 0.43
H -1.91357 2.56614 -0.18183 -0.028 -0.001 0.010 0.55
N -1.44638 0.89103 5.42450 0.083 -0.003 -0.027 -0.64
N -0.64640 0.88162 4.29275 -0.028 0.034 0.060 1.08
N 0.50825 1.50240 4.25222 0.067 -0.002 -0.032 -0.97
C 0.85771 1.29650 2.98833 0.125 0.058 0.007 -0.33
N -0.06657 0.59991 2.32970 -0.287 -0.056 0.157 0.28
N -1.03191 0.33657 3.18940 -0.011 -0.043 -0.121 -0.46
H -0.82773 0.77143 6.22055 -0.072 -0.039 -0.017 0.29
H -2.08039 0.10226 5.33942 0.025 0.033 0.026 0.31
H 1.77983 1.63903 2.55309 0.005 0.026 -0.003 0.57
```
Forces are in eV/Å.

Summary:
* total energy: -50235.3583 eV